No. 1
Entry from the Open Molecules 2025 dataset: a molecular structure, C47H56N5OP3PdSSe2 (wB97M-V/def2-TZVPD).

Calculated values
HOMO-LUMO gap ... 0.1643 Eh
HOMO level ... -0.57 eV
Max |F| ... 0.826 eV/A
LUMO level ... 0.1433 hartree

```
! RIJCOSX wB97M-V def2-TZVPD def2/J DEFGRID3
* xyz -2 1
Pd 1.0933 -0.4859 1.7052
Se -5.4714 0.7876 2.7215
P -4.6461 2.1374 1.2995
C -5.5991 2.1091 -0.2680
C -6.5828 1.1567 -0.4903
C -7.3833 1.2275 -1.6242
C -7.2221 2.2692 -2.5225
C -6.2424 3.2302 -2.3028
C -5.4292 3.1432 -1.1876
C -4.9186 3.8861 1.7735
C -6.2189 4.2111 2.1563
C -6.5580 5.5187 2.4554
C -5.5944 6.5183 2.3797
C -4.3005 6.1968 2.0044
C -3.9575 4.8838 1.7019
C -2.9128 1.9442 0.9503
C -2.0421 1.1824 0.1544
N -0.8018 1.4441 0.5797
N -0.8753 2.3176 1.5702
N -2.1334 2.6152 1.8295
P -2.1296 0.1757 -1.3253
Se -0.2930 -0.2091 -2.3086
C -3.0502 -1.3529 -0.9722
C -2.6899 -2.5309 -1.6171
C -3.3931 -3.6994 -1.3702
C -4.4495 -3.7062 -0.4687
C -4.7992 -2.5362 0.1886
C -4.1013 -1.3661 -0.0677
C -3.1706 1.1256 -2.4835
C -2.7872 2.4360 -2.7629
C -3.3528 3.1148 -3.8262
C -4.3153 2.4965 -4.6192
C -4.7273 1.2088 -4.3171
C -4.1563 0.5251 -3.2508
H -6.7244 0.3736 0.2446
H -8.1395 0.4712 -1.7927
H -7.8525 2.3318 -3.4013
H -6.0990 4.0376 -3.0083
H -4.6655 3.8942 -1.0217
H -6.9610 3.4247 2.2315
H -7.5715 5.7557 2.7533
H -5.8532 7.5422 2.6207
H -3.5404 6.9656 1.9547
H -2.9410 4.6262 1.4402
H -1.8389 -2.5183 -2.2851
H -3.0970 -4.6154 -1.8676
H -4.9853 -4.6260 -0.2655
H -5.5931 -2.5260 0.9255
H -4.3535 -0.4865 0.5080
H -2.0099 2.9012 -2.1670
H -3.0308 4.1250 -4.0471
H -4.7519 3.0255 -5.4574
H -5.4916 0.7267 -4.9142
H -4.4630 -0.4918 -3.0337
C -0.3193 -3.1117 3.5231
C -0.6618 -2.4380 2.2720
N -0.9285 -1.9026 1.2858
H -1.0356 -2.8294 4.2940
H 0.6631 -2.7665 3.8411
H -0.3317 -4.1959 3.3972
O 2.2353 -1.8159 -0.2776
P 3.6128 -1.2859 -0.0146
C 4.2629 -1.5912 1.6684
C 5.7930 -1.6452 1.8675
C 6.4161 -3.0343 1.7324
C 5.7027 -4.0466 2.6217
C 4.2298 -4.1131 2.2369
C 3.5618 -2.7518 2.3905
C 3.7778 0.4853 -0.4539
C 5.2079 1.0624 -0.3626
C 5.5116 1.7744 0.9569
C 4.4581 2.8296 1.2627
C 3.1006 2.1568 1.4012
C 2.7038 1.4220 0.1281
C 4.7414 -2.1313 -1.2247
C 4.7080 -1.5311 -2.6422
C 3.3510 -1.6840 -3.3409
C 2.7408 -3.0772 -3.1145
C 3.8114 -4.0628 -2.6617
C 4.3653 -3.6414 -1.2972
H 3.9066 -0.6865 2.1770
H 5.9674 -1.2895 2.8888
H 6.3069 -0.9428 1.2122
H 7.4802 -2.9754 1.9847
H 6.3613 -3.3874 0.6986
H 5.7837 -3.7224 3.6658
H 6.1786 -5.0299 2.5498
H 3.7003 -4.8408 2.8594
H 4.1512 -4.4702 1.2061
H 3.5554 -2.4871 3.4503
H 2.5137 -2.7719 2.0697
H 3.5246 0.4153 -1.5158
H 5.3339 1.7895 -1.1754
H 5.9545 0.2866 -0.5479
H 6.5143 2.2134 0.9048
H 5.5228 1.0609 1.7842
H 4.4344 3.5628 0.4435
H 4.7150 3.3741 2.1746
H 2.3126 2.8725 1.6468
H 3.1315 1.4522 2.2392
H 2.4598 2.1573 -0.6492
H 1.7743 0.8611 0.2896
H 5.7627 -2.0374 -0.8500
H 5.4717 -2.0464 -3.2362
H 5.0096 -0.4834 -2.6290
H 3.4914 -1.4987 -4.4106
H 2.6511 -0.9282 -2.9793
H 2.2453 -3.4276 -4.0235
H 1.9859 -3.0037 -2.3305
H 4.6133 -4.1250 -3.4067
H 3.3933 -5.0699 -2.5736
H 5.2299 -4.2567 -1.0312
H 3.5821 -3.8515 -0.5667
S 1.3394 -0.0603 4.1482
C 2.9942 0.1153 4.3938
N 4.1435 0.2445 4.5468
*
```

=====

No. 2
Entry from the Open Molecules 2025 dataset: 7 unconnected molecules or ions with the total composition C47H57B2N6O13 at a distorted geometry (wB97M-V/def2-TZVPD).

Calculated values
HOMO-LUMO gap ... 0.1960 Eh
HOMO level ... -4.47 eV
Max |F| ... 1.159 eV/A
LUMO level ... 0.0317 hartree

```
! RIJCOSX wB97M-V def2-TZVPD def2/J DEFGRID3
* xyz -1 1
C -1.1470 1.1046 3.1258
C -2.3414 0.9846 2.1868
C -3.1344 -0.3267 2.2964
C -2.6707 -1.3687 1.2750
C -1.1373 -1.4139 1.1341
C -0.6008 -2.6683 0.4366
C 0.8832 -2.5719 -0.0628
C 1.6517 -1.2306 0.1303
C 2.0959 -0.5231 -1.1715
B 1.2138 0.8502 -1.4455
B -0.4244 0.6011 -1.8589
O -1.4855 1.0147 -1.0031
C -0.9999 -0.0605 -3.2105
C -1.1924 -1.6115 -3.1327
H -1.4169 0.8676 4.1702
H -0.7592 2.1412 3.1088
H -0.3035 0.4594 2.8242
H -1.9961 1.1115 1.1407
H -3.0268 1.8302 2.3873
H -3.1084 -0.7410 3.3250
H -4.2011 -0.0972 2.1026
H -3.1343 -1.1154 0.3069
H -3.0614 -2.3631 1.5688
H -0.6814 -1.3364 2.1434
H -0.8194 -0.5267 0.5563
H -0.7108 -3.5314 1.1238
H -1.2690 -2.8962 -0.4173
H 0.9056 -2.7991 -1.1427
H 1.4694 -3.3858 0.4091
H 1.0588 -0.4925 0.6893
H 2.5404 -1.4310 0.7529
H 3.1640 -0.2373 -1.0776
H 2.0569 -1.2344 -2.0237
H 1.2830 1.5505 -0.4202
H 1.7216 1.4880 -2.3861
H -2.2740 0.4636 -1.1371
H -0.3507 0.1897 -4.0701
H -1.9848 0.3866 -3.4217
H -0.5238 -2.1546 -3.8169
H -2.2301 -1.9046 -3.3804
H -0.9894 -1.9992 -2.1190
C -4.7381 0.9007 -3.3724
C -5.8771 0.7146 -4.1474
C -6.4890 1.7988 -4.7589
C -5.9359 3.0551 -4.5756
C -4.8034 3.2652 -3.8053
C -4.2022 2.1724 -3.1979
N -6.5760 4.2101 -5.2321
O -7.5848 4.0059 -5.8892
O -6.0646 5.3070 -5.0844
H -4.2617 0.0506 -2.9010
H -6.2870 -0.2795 -4.2773
H -7.3745 1.6789 -5.3663
H -4.4035 4.2621 -3.6870
H -3.3132 2.3037 -2.5917
C 5.7894 4.1714 1.2887
C 4.9255 3.3997 0.5221
C 3.9206 2.6610 1.1303
C 3.8108 2.7236 2.5092
C 4.6594 3.4805 3.2978
C 5.6593 4.2106 2.6728
N 2.7294 1.9497 3.1482
O 2.0364 1.2871 2.4132
O 2.5973 2.0350 4.3606
H 6.5684 4.7477 0.8058
H 5.0250 3.3705 -0.5550
H 3.2345 2.0613 0.5526
H 4.5399 3.4924 4.3718
H 6.3359 4.8106 3.2675
C 5.2329 -5.0320 -4.8883
C 4.5660 -6.2462 -4.7787
C 3.2796 -6.2927 -4.2587
C 2.6844 -5.1074 -3.8634
C 3.3296 -3.8840 -3.9530
C 4.6181 -3.8565 -4.4728
N 1.2987 -5.1485 -3.3347
O 0.7613 -6.2409 -3.2452
O 0.7789 -4.0874 -3.0437
H 6.2376 -4.9997 -5.2912
H 5.0471 -7.1617 -5.0993
H 2.7402 -7.2249 -4.1670
H 2.8365 -2.9799 -3.6207
H 5.1429 -2.9132 -4.5472
C 5.0545 -3.3593 1.3221
C 4.8844 -4.1084 0.1643
C 5.7741 -3.9740 -0.8877
C 6.8266 -3.0845 -0.7511
C 7.0147 -2.3218 0.3881
C 6.1135 -2.4665 1.4316
N 7.7807 -2.9520 -1.8644
O 7.5731 -3.6286 -2.8592
O 8.7244 -2.1922 -1.7305
H 4.3497 -3.4628 2.1368
H 4.0505 -4.7912 0.0755
H 5.6554 -4.5421 -1.7993
H 7.8440 -1.6316 0.4498
H 6.2349 -1.8751 2.3302
C -8.7307 -1.2371 1.0738
C -9.0224 -2.0226 -0.0354
C -8.0738 -2.2023 -1.0313
C -6.8452 -1.5827 -0.8866
C -6.5311 -0.7936 0.2052
C -7.4897 -0.6234 1.1930
N -5.8180 -1.7771 -1.9306
O -6.1080 -2.4642 -2.8948
O -4.7429 -1.2342 -1.7561
H -9.4740 -1.1044 1.8502
H -9.9899 -2.4997 -0.1260
H -8.2759 -2.8090 -1.9025
H -5.5580 -0.3298 0.2784
H -7.2617 -0.0123 2.0568
C 0.7174 4.0775 6.4103
C 1.5633 4.8376 5.6123
C 1.6415 6.2116 5.7851
C 0.8657 6.7958 6.7719
C 0.0131 6.0614 7.5787
C -0.0575 4.6892 7.3886
N 0.9555 8.2544 6.9783
O 1.6986 8.8865 6.2474
O 0.2840 8.7435 7.8709
H 0.6670 3.0063 6.2594
H 2.1564 4.3497 4.8518
H 2.2904 6.8203 5.1716
H -0.5788 6.5573 8.3345
H -0.7197 4.0971 8.0070
*
```

=====

No. 3
Entry from the Open Molecules 2025 dataset: a molecular structure, C47H58N4O3PbS (wB97M-V/def2-TZVPD).

Calculated values
HOMO-LUMO gap ... 0.1926 Eh
HOMO level ... -1.09 eV
Max |F| ... 0.564 eV/A
LUMO level ... 0.1526 hartree

```
! RIJCOSX wB97M-V def2-TZVPD def2/J DEFGRID3
* xyz -2 1
Pb 0.1790 -0.0627 0.0781
C 0.4515 -5.2357 -2.1833
C -1.0586 -5.1755 -1.8979
C -1.4921 -3.7677 -1.6287
C -1.9598 -2.8674 -2.5288
C -2.2568 -3.0716 -3.9827
C -3.7608 -3.1781 -4.2724
C -2.0078 -1.5835 -1.8334
C -2.3670 -0.3650 -2.4251
C -2.2597 0.9128 -1.8714
C -2.6776 2.1550 -2.5188
C -3.1834 2.2611 -3.9244
C -2.0286 2.2719 -4.9387
C -2.3841 3.1589 -1.6546
C -1.7987 2.5348 -0.4677
C -1.3949 3.2133 0.6774
C -0.8504 2.6700 1.8587
N -0.5666 1.3683 2.0391
C -0.1358 1.2012 3.3165
C 0.1822 -0.0237 3.9195
C 0.0697 -1.3170 3.3862
N -0.3691 -1.5955 2.1422
C -0.3359 -2.9243 1.9718
C -0.7086 -3.5793 0.7774
C -1.2416 -3.0256 -0.3886
N -1.5808 -1.7222 -0.5637
C 0.1590 -3.5657 3.1896
C 0.4102 -2.5593 4.0746
C 0.9615 -2.6726 5.4645
C 2.4732 -2.4150 5.5213
C 0.3528 -5.0381 3.3876
C -0.9600 -5.7839 3.6657
C -0.1064 2.4959 3.9842
C -0.5557 3.4102 3.0767
C -0.7052 4.8892 3.2616
C -2.1132 5.2957 3.7147
C 0.3935 2.7519 5.3730
C 1.9273 2.7493 5.4454
N -1.7154 1.1954 -0.6663
C -2.4803 4.6348 -1.8858
C -1.1037 5.2449 -2.2026
H 0.7677 -6.2445 -2.4696
H 1.0163 -4.9305 -1.2998
H 0.7048 -4.5357 -2.9834
H -1.3046 -5.8230 -1.0506
H -1.6045 -5.5664 -2.7596
H -1.7508 -3.9761 -4.3280
H -1.8043 -2.2481 -4.5406
H -4.1874 -4.0539 -3.7758
H -3.9559 -3.2620 -5.3458
H -4.2888 -2.2983 -3.8958
H -2.7187 -0.4160 -3.4503
H -3.7847 3.1679 -4.0325
H -3.8432 1.4174 -4.1413
H -1.3710 3.1272 -4.7677
H -2.3982 2.3168 -5.9675
H -1.4122 1.3772 -4.8303
H -1.5400 4.2888 0.6690
H 0.5256 0.0334 4.9492
H -0.5530 -4.6550 0.7565
H 0.7504 -3.6687 5.8632
H 0.4524 -1.9599 6.1190
H 3.0032 -3.1209 4.8785
H 2.8587 -2.5149 6.5410
H 2.7030 -1.4091 5.1636
H 1.0445 -5.2068 4.2177
H 0.8254 -5.4635 2.4976
H -1.4219 -5.4120 4.5835
H -0.7926 -6.8602 3.7752
H -1.6689 -5.6259 2.8508
H -0.4674 5.3965 2.3227
H 0.0257 5.2402 3.9954
H -2.8600 4.9379 3.0026
H -2.2082 6.3825 3.7990
H -2.3443 4.8530 4.6869
H 0.0009 1.9931 6.0539
H 0.0168 3.7146 5.7282
H 2.3215 1.7793 5.1354
H 2.2827 2.9637 6.4580
H 2.3387 3.4986 4.7659
H -2.9046 5.1218 -1.0020
H -3.1626 4.8335 -2.7163
H -0.3892 5.0218 -1.4075
H -1.1680 6.3302 -2.3311
H -0.6950 4.8069 -3.1161
O 0.4701 -1.3247 -4.4086
C 0.8054 -0.5595 -3.4752
O 0.8586 -0.9060 -2.2625
C 1.1680 0.8888 -3.8917
C 1.1295 1.0887 -5.2815
C 1.3775 2.3036 -5.8913
C 1.6782 3.3971 -5.0818
C 1.7386 3.2331 -3.7141
C 1.5124 1.9918 -3.0594
S 1.6998 2.0551 -1.3059
H 0.8734 0.2215 -5.8735
H 1.3353 2.3985 -6.9709
H 1.8638 4.3745 -5.5173
H 1.9759 4.0782 -3.0781
C 3.4310 0.4908 2.2006
C 3.9791 -0.1838 0.9619
O 3.0493 -1.1641 0.5658
C 3.3914 -1.8964 -0.6054
C 3.8387 -1.0445 -1.7808
H 4.1571 1.2108 2.5884
H 3.2013 -0.2477 2.9737
H 2.5086 1.0269 1.9607
H 4.9568 -0.6504 1.1692
H 4.1124 0.5624 0.1729
H 2.4748 -2.4169 -0.8837
H 4.1624 -2.6397 -0.3496
H 3.1367 -0.2189 -1.9250
H 3.8275 -1.6605 -2.6835
H 4.8471 -0.6449 -1.6452
*
```

=====

No. 4
Entry from the Open Molecules 2025 dataset: a molecular structure, C47H59BN12S4Y at a distorted geometry (wB97M-V/def2-TZVPD).

Calculated values
HOMO-LUMO gap ... 0.2505 Eh
HOMO level ... -15.12 eV
Max |F| ... 1.526 eV/A
LUMO level ... -0.3051 hartree

```
! RIJCOSX wB97M-V def2-TZVPD def2/J DEFGRID3
* xyz 3 1
Y 0.0168 0.0468 1.1501
C 1.4140 -4.8908 -0.7305
C 1.9771 -3.7102 -1.4309
C 3.1710 -3.7364 -2.1051
C 3.6690 -2.5517 -2.7105
N 2.9384 -1.4693 -2.7397
N 1.7298 -1.4516 -2.1675
B 0.8592 -0.3430 -2.6105
N 1.4886 0.9486 -2.9114
N 1.3231 1.3224 -4.1850
C 1.9900 2.3374 -4.6578
C 2.9253 3.0227 -3.8340
C 3.0822 2.6736 -2.5161
C 4.0302 3.3626 -1.6048
C 2.2654 1.6133 -2.0297
S 2.2370 1.1913 -0.3786
C 1.7170 2.7826 -6.0728
C 0.7437 1.8306 -6.7672
C 1.0822 4.1805 -5.9735
C 3.0243 2.8271 -6.8742
N -0.4462 -0.6928 -3.1262
N -0.4881 -1.9235 -3.6860
C -1.5612 -2.3273 -4.2880
C -2.7456 -1.5286 -4.2908
C -2.7391 -0.2797 -3.7393
C -3.9280 0.6126 -3.7304
C -1.5186 0.1617 -3.1359
S -1.3767 1.6252 -2.3600
C -1.5045 -3.6381 -5.0286
C -1.7219 -3.3168 -6.5152
C -2.6037 -4.5819 -4.5277
C -0.1419 -4.3074 -4.8471
C 1.2701 -2.4768 -1.4067
S -0.1230 -2.2736 -0.4453
C 5.0220 -2.4897 -3.3794
C 4.7736 -2.4209 -4.8936
C 5.8705 -3.7191 -3.0540
C 5.7460 -1.2215 -2.9122
H 2.0631 -5.7532 -0.8457
H 0.4276 -5.1216 -1.1328
H 1.2758 -4.6703 0.3279
H 3.7292 -4.6572 -2.1565
H 3.5055 3.8336 -4.2460
H 4.5615 4.1499 -2.1297
H 4.7489 2.6502 -1.2001
H 3.5024 3.7956 -0.7557
H -0.1948 1.7692 -6.2240
H 1.1705 0.8344 -6.8415
H 0.5392 2.1907 -7.7711
H 0.2074 4.1570 -5.3261
H 0.7617 4.5006 -6.9600
H 1.7775 4.9215 -5.5886
H 3.4747 1.8379 -6.9172
H 3.7488 3.5210 -6.4584
H 2.8095 3.1417 -7.8912
H -3.6474 -1.9254 -4.7257
H -4.8322 0.0535 -3.9477
H -3.8151 1.3859 -4.4901
H -4.0346 1.1208 -2.7740
H -2.6889 -2.8542 -6.6934
H -1.6783 -4.2358 -7.0911
H -0.9446 -2.6505 -6.8819
H -3.6003 -4.1852 -4.6992
H -2.4886 -4.7817 -3.4644
H -2.5247 -5.5242 -5.0618
H 0.6581 -3.6377 -5.1504
H -0.0958 -5.2029 -5.4594
H 0.0093 -4.5873 -3.8079
H 4.2440 -3.3053 -5.2395
H 5.7263 -2.3716 -5.4107
H 4.1898 -1.5391 -5.1432
H 5.4360 -4.6279 -3.4619
H 6.0092 -3.8351 -1.9810
H 6.8508 -3.6062 -3.5050
H 5.1597 -0.3387 -3.1494
H 6.7068 -1.1480 -3.4109
H 5.9191 -1.2520 -1.8386
N -0.7787 2.3682 0.5637
C -2.2157 2.4491 0.6834
C -2.8609 3.6554 0.8022
C -4.2593 3.7300 0.8598
C -5.0135 2.5904 0.8138
C -4.3908 1.3265 0.7410
C -5.1243 0.1219 0.7505
C -4.4502 -1.0718 0.7107
C -3.0559 -1.0613 0.6379
N -2.3254 0.0435 0.6126
C -2.9698 1.2474 0.6679
H -0.3862 3.2271 0.9597
H -0.5583 2.4066 -0.4463
H -2.2882 4.5676 0.8387
H -4.7270 4.6980 0.9256
H -6.0901 2.6431 0.8291
H -6.2022 0.1539 0.8106
H -4.9697 -2.0153 0.7454
H -2.5188 -2.0048 0.5973
C 3.6081 -1.5652 1.0859
C 2.9055 -1.4689 2.3871
N 1.6815 -0.9921 2.6078
C 1.4852 -1.1005 3.9729
C 2.5851 -1.6456 4.5531
N 3.4655 -1.8711 3.5396
H 2.9386 -1.3203 0.2654
H 3.9953 -2.5726 0.9456
H 4.4449 -0.8669 1.0553
H 0.5830 -0.7731 4.4481
H 2.7948 -1.8879 5.5748
H 4.3954 -2.2479 3.6516
N -2.1578 -1.9225 3.5431
C -2.1120 -0.5961 3.7696
N -1.1841 0.1924 3.2719
C -1.3700 1.4995 3.7059
C -0.4767 2.5503 3.5030
C -0.8276 3.8119 3.9480
C -2.0261 4.0189 4.6275
C -2.8750 2.9675 4.9251
C -2.5301 1.7073 4.4672
S -3.3542 0.1812 4.7130
H -1.3275 -2.3970 3.2149
H -2.7823 -2.4748 4.1110
H 0.4890 2.3511 3.0332
H -0.1582 4.6483 3.8059
H -2.2887 5.0064 4.9693
H -3.7557 3.1211 5.5270
*
```

=====

Which of these has the lowest HOMO level?
C47H59BN12S4Y